1.
A molecular structure, C12H17IN2OPtS2Se2Te2, computed with ωB97M-V/def2-TZVPD.

The multiplicity is 5. As for the expectation value of S²: 6.030. As for the net charge: -2. The value obtained for the HOMO energy (spin up / spin down) is -0.058 / -0.063 Ha. As for the HOMO-LUMO gap (spin up / spin down): 0.2107 / 0.1967 Eh.

Cartesian coordinates (Å):
H1 0.044 -3.630 -1.805
C1 2.427 -3.061 -2.529
N1 0.053 -2.690 -2.171
C2 -4.068 -0.417 -0.464
C3 -2.803 0.093 -0.772
C4 2.570 1.234 2.999
H2 2.829 2.213 2.595
H3 -0.589 -2.064 -1.685
O1 1.462 -0.927 -2.391
H4 0.184 -1.162 2.260
H5 -6.173 -0.393 -0.879
N2 1.666 0.577 0.822
H6 0.424 2.622 2.211
H7 -0.716 1.285 1.979
Se1 1.921 2.507 -1.592
C5 0.172 1.606 2.518
H8 -3.716 2.188 -3.268
Se2 5.032 1.039 0.135
C6 -5.075 0.948 -2.161
H9 0.768 -0.657 3.864
H10 3.439 0.582 2.894
I1 5.397 -2.966 0.290
H11 3.402 -2.668 -2.767
C7 1.307 -2.141 -2.349
H12 2.277 -4.132 -2.557
Pt1 0.368 0.894 -0.665
Te1 3.306 -0.623 0.199
H13 2.339 1.335 4.063
H14 -4.142 -1.169 0.314
H15 -0.050 1.600 3.590
S1 -1.114 1.671 -2.286
C8 -5.200 0.007 -1.142
C9 -3.827 1.458 -2.474
C10 1.351 0.667 2.257
C11 -2.674 1.042 -1.794
H16 -5.950 1.273 -2.714
H17 1.882 -1.399 2.702
S2 -1.402 -0.491 0.124
C12 1.025 -0.730 2.804
Te2 1.854 4.477 -0.159

2.
2 unconnected molecules or ions with the total composition C12H17N, computed with ωB97M-V/def2-TZVPD.

The multiplicity is 1. Its SMILES is CCc1c[nH]c2ccccc12.CC. As for the net charge: 0. The value obtained for the HOMO energy is -0.285 Ha. As for the HOMO-LUMO gap: 0.3166 Eh.

Cartesian coordinates (Å):
C1 -2.352 2.403 -2.746
C2 -1.758 2.437 -1.349
C3 -1.863 -2.086 -0.018
H1 -3.010 3.241 -2.973
N1 1.279 0.495 -0.680
H2 1.395 -1.929 0.916
H3 2.857 -1.502 1.848
H4 -2.520 2.270 -0.563
C4 -0.764 1.380 -1.103
C5 0.336 -0.390 -0.234
H5 -2.996 -0.313 -0.683
H6 2.251 0.672 -0.510
H7 -0.481 -3.544 0.695
H8 2.335 0.515 3.214
C6 -2.064 -0.764 -0.341
H9 -2.651 -2.839 -0.066
C7 0.596 1.537 -1.265
C8 3.406 -1.265 2.744
H10 3.856 0.271 4.160
H11 4.420 -1.173 2.320
C9 2.967 -0.210 3.739
C10 -0.573 -2.507 0.413
H12 -1.398 3.456 -1.161
H13 1.100 2.341 -1.772
H14 -2.832 1.407 -2.832
H15 2.251 -0.553 4.508
H16 3.541 -2.216 3.245
H17 -1.507 2.329 -3.456
C11 0.491 -1.649 0.388
C12 -0.971 0.088 -0.494

3.
2 unconnected molecules or ions with the total composition C12H17N, computed with ωB97M-V/def2-TZVPD.

The multiplicity is 1. Its SMILES is Cc1c[nH]c2ccccc12.CCC. As for the net charge: 0. The value obtained for the HOMO energy is -0.291 Ha. As for the HOMO-LUMO gap: 0.3237 Eh.

Cartesian coordinates (Å):
H1 -1.616 2.585 -2.032
H2 4.086 -3.936 -1.734
H3 0.831 0.563 2.956
H4 0.693 2.761 -1.537
C1 -0.196 1.068 1.216
H5 -3.091 1.306 -0.458
H6 2.548 -3.743 -1.042
H7 3.707 -2.427 -0.921
H8 1.766 -2.810 -3.121
H9 -0.989 -1.022 3.552
C2 0.117 2.265 -0.761
N1 0.090 0.308 2.328
C3 -2.066 -0.102 1.830
C4 -1.580 0.964 0.966
C5 2.809 -2.574 -2.890
C6 -1.076 -0.353 2.718
C7 2.823 -1.033 -2.914
H10 -4.167 -0.422 1.984
H11 1.680 2.078 0.658
C8 -2.077 1.531 -0.217
H12 3.285 -2.954 -3.797
C9 3.305 -3.183 -1.594
H13 -3.495 -0.768 0.411
H14 2.215 -0.760 -3.775
C10 -3.315 -0.881 1.481
C11 0.683 1.772 0.389
C12 -1.242 2.154 -1.118
H15 -3.171 -1.946 1.639
H16 3.847 -0.666 -2.895
H17 2.364 -0.578 -2.037

4.
2 unconnected molecules or ions with the total composition C12H17N, computed with ωB97M-V/def2-TZVPD.

The multiplicity is 1. Its SMILES is Cc1c[nH]c2ccccc12.CCC. As for the net charge: 0. The value obtained for the HOMO energy is -0.289 Ha. As for the HOMO-LUMO gap: 0.3244 Eh.

Cartesian coordinates (Å):
H1 -1.283 0.695 3.057
H2 1.312 -2.707 0.345
N1 2.001 -0.816 0.424
H3 1.539 3.037 -2.958
H4 -1.511 0.672 0.482
C1 0.682 -1.298 -1.370
H5 -1.998 -2.156 2.250
C2 -1.259 -1.338 2.215
H6 0.266 0.851 -3.237
C3 1.919 0.361 -0.290
C4 1.401 2.334 -2.147
C5 2.066 2.592 -0.933
C6 0.919 1.054 -2.405
C7 2.296 1.660 0.077
C8 -1.903 0.005 2.491
C9 1.217 0.055 -1.451
C10 -2.380 0.582 1.145
H7 -0.728 -1.432 1.272
H8 2.700 2.062 0.991
H9 -0.640 -1.302 -3.057
H10 2.377 3.590 -0.638
H11 -2.801 -0.237 3.073
H12 -2.801 1.591 1.141
H13 -1.409 -1.148 -1.484
H14 -3.131 -0.084 0.725
C11 1.127 -1.764 -0.151
C12 -0.604 -1.655 -2.024
H15 -0.838 -2.718 -2.043
H16 -0.745 -1.750 3.101
H17 2.209 -0.737 1.399

5.
2 unconnected molecules or ions with the total composition C12H17N, computed with ωB97M-V/def2-TZVPD.

The multiplicity is 1. Its SMILES is Cc1c[nH]c2ccccc12.CCC. As for the net charge: 0. The value obtained for the HOMO energy is -0.287 Ha. As for the HOMO-LUMO gap: 0.3221 Eh.

Cartesian coordinates (Å):
C1 1.736 0.612 -0.014
C2 0.859 0.457 -1.183
C3 -2.424 -0.171 0.665
C4 0.746 1.430 -2.172
C5 1.459 2.590 -1.796
H1 -2.128 -2.124 2.692
H2 0.421 -2.439 0.491
C6 2.271 2.781 -0.727
H3 -0.740 -1.474 3.468
H4 -2.231 0.435 2.904
H5 -1.937 -1.002 0.165
H6 -3.493 -0.263 0.751
C7 -0.394 -1.621 -2.220
C8 2.412 1.753 0.239
H7 -0.016 1.327 -2.826
C9 0.488 -0.914 -1.273
C10 -1.303 -1.447 2.457
H8 1.345 3.351 -2.537
H9 -1.220 -0.940 -2.510
H10 0.142 -1.908 -3.204
N1 1.837 -0.631 0.606
H11 -0.868 0.538 1.841
H12 2.956 1.892 1.243
C11 -1.706 -0.132 2.068
H13 -2.225 0.817 0.153
C12 0.889 -1.493 -0.078
H14 2.600 3.760 -0.477
H15 -0.738 -1.802 1.614
H16 -0.726 -2.657 -1.931
H17 1.988 -0.726 1.592

6.
2 unconnected molecules or ions with the total composition C12H17N, computed with ωB97M-V/def2-TZVPD.

The multiplicity is 1. Its SMILES is Cc1c[nH]c2ccccc12.CCC. As for the net charge: 0. The value obtained for the HOMO energy is -0.290 Ha. As for the HOMO-LUMO gap: 0.3234 Eh.

Cartesian coordinates (Å):
H1 1.562 3.328 -1.104
H2 -1.866 -3.214 0.820
C1 0.031 1.147 1.378
N1 -1.132 -2.671 0.426
C2 0.889 0.358 0.620
H3 -1.848 2.973 -0.176
H4 1.827 0.604 0.010
H5 0.263 2.199 1.315
H6 0.315 -4.186 -0.364
H7 -1.227 4.342 -1.139
H8 -2.546 -0.829 2.148
H9 0.673 4.477 -2.101
C3 -1.328 3.245 -1.097
C4 1.051 -2.166 -0.134
C5 -0.200 2.431 -1.747
H10 1.664 3.074 -2.797
C6 2.270 -2.230 -0.978
H11 -2.208 2.959 -1.735
H12 -1.826 1.566 2.228
C7 -1.139 0.791 1.937
H13 2.011 -2.014 -2.000
C8 0.150 -3.197 -0.014
H14 3.097 -1.643 -0.671
C9 0.517 -1.018 0.533
H15 -0.371 1.840 -2.697
H16 0.243 1.555 -1.138
C10 1.002 3.429 -2.034
H17 2.636 -3.349 -0.901
C11 -0.735 -1.417 0.980
C12 -1.587 -0.537 1.778

Please write out number 3 again, unchanged.
2 unconnected molecules or ions with the total composition C12H17N, computed with ωB97M-V/def2-TZVPD.

The multiplicity is 1. Its SMILES is Cc1c[nH]c2ccccc12.CCC. As for the net charge: 0. The value obtained for the HOMO energy is -0.291 Ha. As for the HOMO-LUMO gap: 0.3237 Eh.

Cartesian coordinates (Å):
H1 -1.616 2.585 -2.032
H2 4.086 -3.936 -1.734
H3 0.831 0.563 2.956
H4 0.693 2.761 -1.537
C1 -0.196 1.068 1.216
H5 -3.091 1.306 -0.458
H6 2.548 -3.743 -1.042
H7 3.707 -2.427 -0.921
H8 1.766 -2.810 -3.121
H9 -0.989 -1.022 3.552
C2 0.117 2.265 -0.761
N1 0.090 0.308 2.328
C3 -2.066 -0.102 1.830
C4 -1.580 0.964 0.966
C5 2.809 -2.574 -2.890
C6 -1.076 -0.353 2.718
C7 2.823 -1.033 -2.914
H10 -4.167 -0.422 1.984
H11 1.680 2.078 0.658
C8 -2.077 1.531 -0.217
H12 3.285 -2.954 -3.797
C9 3.305 -3.183 -1.594
H13 -3.495 -0.768 0.411
H14 2.215 -0.760 -3.775
C10 -3.315 -0.881 1.481
C11 0.683 1.772 0.389
C12 -1.242 2.154 -1.118
H15 -3.171 -1.946 1.639
H16 3.847 -0.666 -2.895
H17 2.364 -0.578 -2.037

Question: Which value of multiplicity does entry 3 give?
Answer: 1

Question: What is the multiplicity in the first record?
Answer: 5

Question: Which value of multiplicity does entry 6 give?
Answer: 1